Here is one molecule with the formula C2H5NO2 from OMol25. Energies are from ωB97M-V/def2-TZVPD.

Positions of all 10 atoms, in Å:
H  0.7031  0.5734  -2.1521
C  0.9453  -0.1341  -0.3085
C  -0.3866  -0.1119  0.3606
H  1.0517  -1.1308  -0.7472
H  1.6968  -0.0299  0.4754
O  -1.1325  0.7872  0.5877
O  -0.7043  -1.3767  0.8127
H  -1.4606  -1.2090  1.3931
N  1.0751  0.9398  -1.2957
H  1.9813  1.3310  -1.3736

Cartesian forces (eV/Å) of the 6 atoms listed first:
H 0.3 0.4 -0.6
C 0.5 0.6 -0.8
C -0.7 -1.2 0.9
H 0.2 0.0 0.1
H 0.0 -0.1 0.0
O 0.0 0.8 -0.2

Its spin multiplicity is 1. Its energy above the lowest of the compared OMol25 structures with the same formula, charge and spin is 49.26 kJ/mol. The frontier orbital gap is 10.512 eV. Its SMILES is NCC(=O)O. The calculation puts the total energy at -7740.2408 eV. The value obtained for the HOMO energy is -9.73 eV.

These are the natural (NBO) partial charges, in e, on atoms 1 to 4: H 0.362; C -0.339; C 0.772; H 0.204

---

Here is C21H12N4O2RuS2 as an isolated structure from OMol25. Energies are from ωB97M-V/def2-TZVPD.

Positions of all 42 atoms, in Å:
C  1.4141  1.7081  0.7169
C  -2.5038  0.8404  0.5482
H  -1.1628  1.4944  2.0957
C  -3.6744  1.0848  -0.1535
C  -1.9697  -3.8852  -0.4628
H  2.9997  0.6778  3.6067
H  -5.9511  4.2055  0.0387
C  0.7232  -3.3971  -0.4230
H  -2.4548  3.5862  2.5303
C  2.5712  3.1254  4.5373
S  1.1244  1.2129  -0.9213
C  -2.0437  1.7338  1.5092
H  0.9956  -5.4674  -0.8768
N  -1.7375  -0.3462  0.3219
H  -5.2923  2.4167  -0.4546
C  -4.6331  4.4476  1.4367
O  -4.2110  5.1221  2.3266
N  -0.1201  -2.3938  -0.1794
C  -3.9377  3.1520  1.0668
C  -4.3859  2.2462  0.1122
N  2.8729  3.5248  5.5707
C  2.1019  0.8541  1.6452
C  2.4878  1.3294  2.9115
H  -3.3815  -1.5754  0.0913
H  0.5251  3.6789  0.4520
C  -2.7662  2.8810  1.7707
C  1.0608  3.0215  1.1242
C  0.2744  -4.6848  -0.6885
C  -1.0835  -4.9344  -0.7109
C  -2.2994  -1.4714  0.0798
C  -1.4579  -2.6348  -0.2075
H  -4.0163  0.4157  -0.9334
H  -3.0399  -4.0424  -0.4697
C  1.1237  4.8099  2.7508
O  -5.7227  4.8106  0.7522
Ru  0.3623  -0.4195  0.2316
H  1.7802  -3.1696  -0.4137
C  2.1843  2.6223  3.2538
H  -1.4592  -5.9275  -0.9180
N  0.8458  5.8747  3.0782
S  2.2850  -0.8044  1.2042
C  1.4544  3.4727  2.3530

Cartesian forces (eV/Å) of the 6 atoms listed first:
C 0.1 0.2 0.1
C 0.1 0.0 0.2
H 0.0 0.0 0.0
C 0.0 0.1 -0.1
C 0.0 0.0 0.0
H 0.0 0.0 0.0

Its spin multiplicity is 1. As for the total charge: +2. The frontier orbital gap (alpha / beta) is 5.702 / 5.665 eV. The calculation puts the total energy at -56262.1675 eV. The value obtained for the HOMO energy (alpha / beta) is -15.38 / -15.38 eV.

These are the natural (NBO) partial charges, in e, on atoms 1 to 4: C -0.292; C 0.165; H 0.214; C -0.229

---

Here is C38H60N4O2SSn as an isolated structure from OMol25. Energies are from ωB97M-V/def2-TZVPD.

Positions of all 106 atoms, in Å:
H  -0.9120  3.2754  -2.8783
H  -5.1076  -0.1918  -0.8127
H  -1.1524  -3.7923  3.0936
H  1.0404  -1.4310  -4.4707
C  6.6433  -0.5565  -2.6492
H  1.5170  0.7091  4.7408
H  6.8355  0.1914  -1.8711
H  4.7823  1.4159  -4.8092
N  -0.4038  -0.0068  -4.9903
H  0.1390  -0.5230  2.9213
H  2.7638  0.3116  -4.2630
H  -0.2230  2.4668  4.7588
C  2.8529  0.1152  -3.1996
C  -2.6622  -2.4425  2.2920
S  -0.4992  0.4739  -2.3164
H  -3.1779  -0.4841  6.4726
H  3.6708  -0.2496  5.8713
C  -1.5015  -3.4276  2.1209
H  6.5217  1.1511  -4.7146
C  1.3261  1.3409  3.8659
C  4.0821  -0.4122  -1.2193
H  2.0237  2.1847  3.9060
C  -1.7854  0.5924  5.2419
O  -1.9420  0.3219  -0.1521
C  -0.1216  1.8421  3.8599
C  5.3678  -0.2237  -3.4557
C  3.7645  -0.8882  1.8336
H  6.0466  -2.3264  2.8793
C  2.1462  -0.9437  3.5911
H  -0.3042  0.1306  -7.0707
C  -0.0084  -1.3967  -4.7806
C  -1.3771  -0.2602  2.9429
H  4.8151  0.6582  4.8761
C  -0.8507  0.8053  -3.9347
N  1.4490  -0.4506  1.3387
H  6.5718  -1.5391  -2.1683
H  -4.8372  1.8399  0.0339
C  4.2398  -2.7778  4.8968
H  -4.0079  -1.4279  -0.1721
H  -3.3155  2.6416  -0.4015
H  7.5267  -0.5795  -3.2987
H  6.1357  -1.3836  -5.1501
H  -0.6456  -2.9797  1.6073
C  -2.9445  -1.3623  4.5266
C  1.1831  -0.6344  2.6443
C  -1.1308  0.6887  3.9900
H  0.7398  0.3773  -2.8521
H  -0.0146  1.6838  -6.2340
H  4.1700  -3.5766  4.1488
H  -1.8196  -4.2966  1.5343
N  1.7019  -0.0716  -1.0917
H  -2.5540  0.8130  -5.9064
H  -3.6420  -2.1649  4.7458
H  5.0012  -0.6419  -0.6967
H  5.0292  -2.2893  -4.1057
H  -1.4406  3.0928  2.6551
C  -2.6092  1.7771  -5.3964
H  6.7240  -1.7822  4.4140
H  -3.5536  1.9853  1.2500
H  5.4011  -0.5280  6.0531
H  1.8389  -1.0743  4.6236
C  -3.2230  -1.9861  0.9414
C  3.4852  -1.0799  3.1972
H  -2.4681  2.5859  -6.1191
C  -2.6886  -0.4214  5.5085
C  5.9891  -1.5369  3.6379
C  4.5675  -1.4227  4.2334
C  4.6135  -0.3248  5.3180
C  -3.7554  1.8322  0.1867
H  -0.1326  -1.9487  -5.7174
H  5.0151  -3.0628  5.6177
C  2.7349  -0.5779  0.9396
H  -2.0120  3.9534  -4.0909
C  -0.3866  2.7971  2.6918
C  4.0890  -0.1752  -2.6042
C  5.2228  -1.3050  -4.5482
H  3.2895  -2.7533  5.4413
O  -0.7960  -0.1892  1.8069
H  4.4011  -1.0878  -5.2395
H  -3.6060  1.8593  -4.9510
H  4.7765  -0.9785  1.4621
C  -2.3110  -1.3014  3.2617
H  0.2598  1.7064  0.2931
C  -4.0706  -0.5353  -0.7996
H  -1.5760  1.3193  6.0208
H  -0.6348  -1.8695  -4.0193
H  -4.0033  -1.2291  1.0735
H  0.2123  3.7077  2.8079
H  1.2304  0.4332  -6.2094
N  -1.6127  1.9151  -4.3376
C  -3.1537  0.5227  -0.2470
C  0.1491  0.6046  -6.1956
C  1.7099  0.1549  -2.4175
H  -2.4549  -1.5743  0.2809
H  -2.6575  2.8885  -2.8075
C  -1.8080  3.0746  -3.4716
Sn  0.0000  0.0000  0.0000
H  -0.1181  2.3667  1.7230
H  -3.7698  -0.7716  -1.8235
H  -3.4771  -3.0207  2.7507
C  2.8847  -0.3535  -0.4995
H  -3.6686  -2.8368  0.4131
H  5.6740  1.9453  -3.3780
C  5.5963  1.1479  -4.1267
H  1.5693  0.7556  2.9740
H  6.3101  -0.5958  3.1766

Cartesian forces (eV/Å) of the 6 atoms listed first:
H -0.2 -0.2 -0.1
H 0.1 0.1 -0.1
H -0.1 0.1 -0.1
H -0.1 -0.3 0.0
C -0.3 0.0 0.2
H -0.2 0.6 -0.3

Its spin multiplicity is 1. The frontier orbital gap (alpha / beta) is 4.591 / 5.339 eV. The calculation puts the total energy at -67086.5854 eV. The value obtained for the HOMO energy (alpha / beta) is -4.35 / -5.05 eV.

These are the Löwdin partial charges, in e, on atoms 1 to 4: H 0.088; H 0.097; H 0.085; H 0.076

---

Here is one molecule with the formula C7H12INO2 from OMol25. Energies are from ωB97M-V/def2-TZVPD.

Positions of all 23 atoms, in Å:
C  -0.3931  -0.5161  -2.5641
H  2.6170  1.4251  0.0567
H  1.3627  1.0118  -1.8589
H  2.0194  -0.1944  0.3412
O  -0.4114  -2.7608  0.0943
H  -2.7268  -1.1121  1.1273
I  -2.9960  0.7150  -0.2604
H  0.0512  -0.8648  2.1754
H  0.3504  1.9564  -0.6912
H  1.8426  0.7488  2.4884
C  -0.9380  -0.4692  -0.1932
C  1.7179  0.7837  0.2623
C  -0.0057  0.1950  2.1416
H  -1.0836  0.0871  -3.0498
N  -0.0762  -0.1517  -1.1651
H  0.8470  2.0137  1.8850
H  0.5814  -0.4034  -3.2120
O  -2.0911  -1.8553  1.2337
C  1.1377  0.9984  1.6979
H  -0.6607  -1.5635  -2.5099
C  -1.2092  -1.8495  0.3088
H  -0.7582  0.7757  2.6137
C  0.8226  1.0298  -0.9219

Cartesian forces (eV/Å) of the 6 atoms listed first:
C 3.8 -1.0 0.4
H -0.6 -0.5 0.8
H 0.5 0.7 0.1
H 1.1 -2.5 -0.7
O -1.4 1.0 0.1
H 0.3 -0.1 0.1

Its spin multiplicity is 1. Its energy above the lowest of the compared OMol25 structures with the same formula, charge and spin is 335.45 kJ/mol. The frontier orbital gap (alpha / beta) is 8.298 / 7.207 eV. The calculation puts the total energy at -21135.3828 eV. The value obtained for the HOMO energy (alpha / beta) is -8.49 / -8.28 eV.

These are the natural (NBO) partial charges, in e, on atoms 1 to 4: C -0.402; H 0.219; H 0.212; H 0.215